This record from OMol25 describes C33H57BaIN2O2Si as an isolated structure. The level of theory is ωB97M-V/def2-TZVPD.

Computed properties:
Kohn-Sham gap in eV: 6.19
2S+1: 1
Total energy in a.u.: -2164.13802
HOMO in eV: -6.2
Charge: 0

The geometry in XYZ format:
```
97
C33H57BaIN2O2Si (ωB97M-V/def2-TZVPD)
O 0.4236 3.8226 -0.5990
O 2.2484 4.0675 -2.0049
C -0.6590 4.4398 -1.3485
C -1.9306 4.6329 -0.5523
H -0.8717 3.8441 -2.2377
H -0.3162 5.3913 -1.7741
H -2.3260 3.6840 -0.1741
H -2.7171 5.0686 -1.1892
H -1.8065 5.3068 0.2987
C 0.9642 4.7397 0.4119
C 1.2612 6.1792 0.0399
H 1.8618 4.2582 0.8009
H 0.2427 4.7600 1.2350
H 1.8914 6.2702 -0.8475
H 1.8088 6.6771 0.8618
H 0.3590 6.7744 -0.1278
C 3.5134 3.5623 -1.5056
C 2.0330 4.3822 -3.3964
C 4.3713 4.6785 -0.9833
H 4.0040 2.9915 -2.2962
H 3.2945 2.8709 -0.6941
H 4.6034 5.4346 -1.7363
H 5.3264 4.2766 -0.6250
H 3.9053 5.1906 -0.1339
C 2.7899 5.6140 -3.7958
H 0.9639 4.5294 -3.5419
H 2.3257 3.5234 -3.9983
H 2.5947 6.4568 -3.1239
H 2.4922 5.9264 -4.8050
H 3.8675 5.4396 -3.8257
H 1.3933 3.6939 -1.4847
N -1.7855 -1.1402 -0.2205
C -1.7267 -2.3609 -0.7166
C -0.5821 -3.0333 -1.0985
C 0.7760 -2.7715 -0.8900
C -3.0209 -3.0813 -0.9371
H -3.5872 -2.6541 -1.7755
H -3.6784 -3.0839 -0.0622
H -2.8554 -4.1446 -1.1813
C 1.8151 -3.6826 -1.4494
H 2.3866 -4.1687 -0.6451
H 2.5260 -3.1177 -2.0704
H 1.4015 -4.4781 -2.0778
N 1.2689 -1.7493 -0.1992
C -2.9696 -0.4981 0.1663
C -3.7052 0.2442 -0.7743
C -3.2978 0.4590 -2.2009
C -4.9251 0.8055 -0.3823
H -5.5046 1.3953 -1.0969
C -5.4284 0.6196 0.8930
H -6.3787 1.0618 1.1794
C -4.7208 -0.1620 1.7926
H -5.1410 -0.3294 2.7868
C -3.5006 -0.7480 1.4452
C -2.8502 -1.6448 2.4648
C 2.3171 -1.8111 0.7316
C 3.6007 -1.3311 0.3954
C 3.9164 -0.7271 -0.9384
C 4.6235 -1.4481 1.3322
H 5.6233 -1.0799 1.0892
C 4.4047 -2.0334 2.5719
H 5.2178 -2.1165 3.2893
C 3.1449 -2.5289 2.8822
H 2.9894 -3.0075 3.8524
C 2.0926 -2.4388 1.9804
C 0.7610 -3.0299 2.3390
Ba 0.0272 0.0692 0.1802
H -3.0756 1.5203 -2.3980
H -4.1179 0.1855 -2.8849
H -2.4338 -0.1326 -2.5136
H -2.3411 -2.5009 2.0148
H -3.5973 -2.0856 3.1467
H -2.1266 -1.1017 3.0889
H 4.6602 0.0810 -0.8462
H 3.0437 -0.2795 -1.4199
H 4.3341 -1.4788 -1.6279
H -0.0555 -2.3377 2.1009
H 0.6754 -3.2611 3.4147
H 0.5727 -3.9556 1.7769
H -0.7778 -3.9282 -1.6767
C 0.2933 0.7831 -2.0280
Si 0.4463 -0.0248 -3.6053
H -0.7595 1.0118 -1.5656
H 1.2015 0.9568 -1.3094
C -0.3911 1.1022 -4.8409
C -0.3860 -1.6722 -3.9302
C 2.2351 -0.2775 -4.0859
H 2.8620 0.5699 -3.7957
H 2.3418 -0.4122 -5.1699
H 2.6499 -1.1704 -3.6078
H -1.3734 1.4204 -4.4800
H -0.5421 0.5948 -5.8001
H 0.1929 2.0012 -5.0498
H -1.3792 -1.7535 -3.4809
H 0.2261 -2.5053 -3.5769
H -0.5154 -1.8281 -5.0082
I -1.1771 2.4441 2.1808
```

In the Mulliken picture, each atom carries the following charge in e: number 1, O, carries 0.161; number 2, O, carries 0.396; number 3, C, carries -0.197; number 4, C, carries -1.349; number 5, H, carries 0.274; number 6, H, carries 0.296; number 7, H, carries 0.043; number 8, H, carries 0.437; number 9, H, carries 0.310; number 10, C, carries -0.254; number 11, C, carries -1.190; number 12, H, carries 0.297; number 13, H, carries 0.497; number 14, H, carries 0.064; number 15, H, carries 0.413; number 16, H, carries 0.320; number 17, C, carries -0.076; number 18, C, carries 0.103; number 19, C, carries -1.323; number 20, H, carries 0.374; number 21, H, carries 0.137; number 22, H, carries 0.268; number 23, H, carries 0.456; number 24, H, carries 0.250; number 25, C, carries -1.409; number 26, H, carries 0.280; number 27, H, carries 0.128; number 28, H, carries 0.276; number 29, H, carries 0.414; number 30, H, carries 0.337; number 31, H, carries 0.281; number 32, N, carries -0.377; number 33, C, carries 1.160; number 34, C, carries -1.475; number 35, C, carries 0.997; number 36, C, carries -1.738; number 37, H, carries 0.273; number 38, H, carries 0.302; number 39, H, carries 0.524; number 40, C, carries -1.828; number 41, H, carries 0.408; number 42, H, carries 0.184; number 43, H, carries 0.478; number 44, N, carries 0.489; number 45, C, carries -0.402; number 46, C, carries 1.331; number 47, C, carries -0.932; number 48, C, carries -0.817; number 49, H, carries 0.437; number 50, C, carries -0.841; number 51, H, carries 0.409; number 52, C, carries -0.842; number 53, H, carries 0.412; number 54, C, carries 1.412; number 55, C, carries -1.431; number 56, C, carries -0.424; number 57, C, carries 0.751; number 58, C, carries -0.865; number 59, C, carries -0.791; number 60, H, carries 0.443; number 61, C, carries -0.877; number 62, H, carries 0.396; number 63, C, carries -0.968; number 64, H, carries 0.407; number 65, C, carries 1.462; number 66, C, carries -0.761; number 67, Ba, carries 1.808; number 68, H, carries 0.367; number 69, H, carries 0.557; number 70, H, carries -0.744; number 71, H, carries 0.335; number 72, H, carries 0.460; number 73, H, carries 0.288; number 74, H, carries 0.435; number 75, H, carries -0.558; number 76, H, carries 0.327; number 77, H, carries -0.245; number 78, H, carries 0.430; number 79, H, carries 0.324; number 80, H, carries 0.161; number 81, C, carries 0.639; number 82, Si, carries -0.337; number 83, H, carries -0.138; number 84, H, carries -0.759; number 85, C, carries -1.134; number 86, C, carries -1.106; number 87, C, carries -0.935; number 88, H, carries 0.090; number 89, H, carries 0.433; number 90, H, carries 0.205; number 91, H, carries 0.238; number 92, H, carries 0.344; number 93, H, carries 0.230; number 94, H, carries 0.185; number 95, H, carries 0.224; number 96, H, carries 0.572; number 97, I, carries -0.614

This record from OMol25 describes C33H57BrN2O2PrSi as an isolated structure. The level of theory is ωB97M-V/def2-TZVPD.

Computed properties:
Expectation value of S²: 2.003
Kohn-Sham gap (alpha / beta) in eV: 7.77 / 8.22
2S+1: 3
Total energy in a.u.: -4932.02831
HOMO (alpha / beta) in eV: -10.9 / -10.9
Charge: +1

The geometry in XYZ format:
```
97
C33H57BrN2O2PrSi (ωB97M-V/def2-TZVPD)
O -2.1838 2.5033 0.0411
O 0.0735 3.2812 -0.9556
C -3.5431 2.1517 -0.2361
C -4.2172 1.2142 0.7491
H -3.5135 1.7195 -1.2471
H -4.0810 3.1101 -0.2998
H -3.6857 0.2633 0.8524
H -5.2188 0.9766 0.3789
H -4.3350 1.6701 1.7378
C -1.6645 2.2064 1.3585
C -1.8539 3.3607 2.3055
H -0.5994 1.9909 1.1976
H -2.1180 1.2807 1.7561
H -1.2644 4.2212 1.9781
H -1.5242 3.0655 3.3082
H -2.9128 3.6435 2.3632
C 1.4836 3.5261 -0.7495
C -0.6587 4.3511 -1.5913
C 1.7905 3.4110 0.7221
H 1.7699 4.5187 -1.1375
H 2.0313 2.7627 -1.3224
H 1.1631 4.1024 1.3033
H 2.8425 3.6542 0.9027
H 1.6109 2.3882 1.0794
C -0.7315 5.6091 -0.7659
H -1.6573 3.9369 -1.7569
H -0.2014 4.5551 -2.5741
H -1.0750 5.3964 0.2511
H -1.4576 6.2777 -1.2335
H 0.2329 6.1274 -0.7329
H -0.7840 1.7225 -0.9454
N -0.4716 -2.8634 1.3917
C 0.1742 -3.9633 1.8331
C 1.4924 -4.2924 1.4930
C 2.3990 -3.5133 0.7664
C -0.4974 -4.8644 2.8378
H -1.5732 -4.9789 2.6573
H -0.3478 -4.4937 3.8655
H -0.0275 -5.8545 2.7729
C 3.8602 -3.8400 0.8271
H 4.4418 -3.0331 1.2999
H 4.2807 -4.0342 -0.1713
H 3.9886 -4.7419 1.4328
N 1.9802 -2.5068 -0.0115
C -1.4863 -2.2771 2.2173
C -2.8397 -2.4050 1.8462
C -3.2262 -3.1410 0.5974
C -3.8185 -1.8516 2.6694
H -4.8637 -1.9553 2.3808
C -3.4732 -1.1816 3.8393
H -4.2454 -0.7367 4.4709
C -2.1345 -1.0705 4.2094
H -1.8476 -0.5503 5.1281
C -1.1298 -1.6269 3.4199
C 0.2905 -1.5525 3.8856
C 2.8520 -1.5477 -0.6249
C 3.1152 -1.6776 -2.0057
C 2.6978 -2.9318 -2.7238
C 3.7282 -0.6124 -2.6649
H 3.8925 -0.6803 -3.7433
C 4.1256 0.5255 -1.9570
H 4.6040 1.3531 -2.4822
C 3.9451 0.6011 -0.5714
H 4.2942 1.4748 -0.0147
C 3.3189 -0.4374 0.1149
C 3.0567 -0.3507 1.5884
Pr -0.1186 -1.9562 -0.8833
H -3.2987 -2.4696 -0.2774
H -4.2239 -3.5877 0.7226
H -2.5383 -3.9598 0.3431
H 0.9874 -1.2759 3.0864
H 0.6375 -2.4932 4.3381
H 0.3579 -0.7857 4.6695
H 3.1084 -2.9326 -3.7420
H 1.5972 -3.0520 -2.8280
H 3.0552 -3.8419 -2.2155
H 3.1375 -1.3272 2.0842
H 2.0511 0.0523 1.7975
H 3.7736 0.3267 2.0770
H 1.8911 -5.1974 1.9484
C -0.4995 0.6310 -1.3980
Si -0.2652 0.8319 -3.2682
H 0.4235 0.3852 -0.8349
H -1.4024 0.0483 -1.1243
C -1.7884 1.6448 -4.0220
C 0.0523 -0.7821 -4.1882
C 1.2120 1.8966 -3.7500
H 1.3661 1.8324 -4.8395
H 2.1378 1.5467 -3.2734
H 1.0801 2.9577 -3.4987
H -2.6064 0.9169 -4.1017
H -1.5560 1.9988 -5.0347
H -2.1473 2.5006 -3.4388
H -0.6399 -1.5994 -3.9316
H 1.0916 -1.1258 -4.0735
H -0.0923 -0.5507 -5.2578
Br -1.0559 -4.0197 -2.3969
```

In the Mulliken picture, each atom carries the following charge in e: number 1, O, carries 0.021; number 2, O, carries -0.128; number 3, C, carries -0.358; number 4, C, carries -1.167; number 5, H, carries 0.320; number 6, H, carries 0.354; number 7, H, carries 0.098; number 8, H, carries 0.470; number 9, H, carries 0.266; number 10, C, carries 1.508; number 11, C, carries -1.466; number 12, H, carries -0.886; number 13, H, carries 0.036; number 14, H, carries 0.215; number 15, H, carries 0.440; number 16, H, carries 0.268; number 17, C, carries -0.056; number 18, C, carries -0.011; number 19, C, carries -0.870; number 20, H, carries 0.483; number 21, H, carries -0.235; number 22, H, carries 0.316; number 23, H, carries 0.460; number 24, H, carries -0.206; number 25, C, carries -1.287; number 26, H, carries -0.110; number 27, H, carries 0.439; number 28, H, carries 0.176; number 29, H, carries 0.441; number 30, H, carries 0.341; number 31, H, carries -1.691; number 32, N, carries 1.080; number 33, C, carries 0.758; number 34, C, carries -1.631; number 35, C, carries 1.254; number 36, C, carries -1.648; number 37, H, carries 0.262; number 38, H, carries 0.232; number 39, H, carries 0.547; number 40, C, carries -1.544; number 41, H, carries 0.268; number 42, H, carries 0.270; number 43, H, carries 0.498; number 44, N, carries 0.659; number 45, C, carries -0.364; number 46, C, carries 1.161; number 47, C, carries -1.630; number 48, C, carries -0.693; number 49, H, carries 0.456; number 50, C, carries -0.880; number 51, H, carries 0.430; number 52, C, carries -0.949; number 53, H, carries 0.418; number 54, C, carries 1.191; number 55, C, carries -1.470; number 56, C, carries -0.233; number 57, C, carries 0.893; number 58, C, carries -1.370; number 59, C, carries -0.411; number 60, H, carries 0.418; number 61, C, carries -0.880; number 62, H, carries 0.402; number 63, C, carries -0.906; number 64, H, carries 0.496; number 65, C, carries 0.652; number 66, C, carries -1.205; number 67, Pr, carries 0.531; number 68, H, carries 0.188; number 69, H, carries 0.522; number 70, H, carries 0.233; number 71, H, carries -0.034; number 72, H, carries 0.297; number 73, H, carries 0.460; number 74, H, carries 0.457; number 75, H, carries 0.345; number 76, H, carries 0.219; number 77, H, carries 0.462; number 78, H, carries -0.039; number 79, H, carries 0.505; number 80, H, carries 0.346; number 81, C, carries 2.564; number 82, Si, carries 0.427; number 83, H, carries -0.456; number 84, H, carries 0.106; number 85, C, carries -1.156; number 86, C, carries -1.039; number 87, C, carries -0.651; number 88, H, carries 0.490; number 89, H, carries -0.078; number 90, H, carries 0.135; number 91, H, carries 0.338; number 92, H, carries 0.376; number 93, H, carries 0.252; number 94, H, carries 0.391; number 95, H, carries 0.112; number 96, H, carries 0.477; number 97, Br, carries -0.490

- Which of these has the highest total energy?
  C33H57BaIN2O2Si

- Among the records above, which one has the lowest total energy?
  C33H57BrN2O2PrSi

- Which formula does entry 2 have?
  C33H57BrN2O2PrSi